Record 1
Formula: C13H28NO5
Source: OMol25
Level of theory: the ωB97M-V functional and the def2-TZVPD basis

```
47
Properties=species:S:1:pos:R:3:forces:R:3:mulliken_charge:R:1
O 1.133581 -1.437366 -2.707879 -0.412 -0.106 0.139 -0.30
O 0.441885 -0.449901 4.890487 0.066 -0.394 -0.046 -0.37
O 1.326887 1.628060 -1.830266 -0.258 0.193 -0.225 -0.58
O -2.326476 -0.477220 2.505932 -0.117 0.328 -0.113 -0.42
O -2.210025 -0.704822 -1.093150 0.265 0.225 0.405 -0.39
N -0.647723 1.754222 -3.350985 -0.110 -0.690 -0.020 -0.13
C -0.599267 -1.020961 4.123443 0.103 0.171 0.488 -0.41
C 1.135265 -2.861008 -2.645233 0.094 0.040 -0.420 -0.79
C 0.443644 0.551664 -1.531490 0.562 -0.364 0.054 0.53
C -0.733751 0.512689 -2.494775 -0.448 0.594 0.203 -0.37
C 0.616356 1.687888 -4.148412 0.123 -0.085 0.310 -0.50
C 1.178900 -0.777942 -1.463968 0.685 0.039 -0.210 -0.94
C -2.081469 0.491005 -1.806615 -0.693 -0.225 -0.617 -0.93
C 1.540080 0.011084 4.126575 -0.247 0.562 0.133 0.04
C 1.797449 1.624026 -3.164538 -0.001 0.394 0.135 -0.39
C -1.957082 -0.024668 1.231051 -0.133 -0.412 -0.018 -0.06
C -2.888556 -0.588458 0.174894 0.084 -0.209 -0.350 -0.74
C -1.485549 0.056544 3.533346 -0.145 -0.144 -0.259 -0.41
C 2.745456 0.171662 5.005156 0.146 0.029 -0.180 -1.33
H -2.133465 0.482230 4.286351 -0.128 0.065 0.314 0.32
H 0.671280 2.569581 -4.768478 -0.041 0.074 -0.320 0.41
H 2.376325 2.527291 -3.280725 0.255 0.229 0.140 0.48
H 1.307346 0.996395 3.717379 -0.155 0.110 -0.270 0.20
H 0.564287 0.774624 -4.723945 -0.155 -0.042 -0.349 0.31
H 2.469605 0.630663 5.942027 -0.110 -0.008 0.363 0.34
H -0.856878 0.861032 3.163944 0.053 0.201 -0.288 0.29
H -0.191194 -1.683257 3.359657 -0.009 -0.030 -0.291 0.33
H -0.962720 -0.402886 0.995095 0.382 0.090 -0.106 0.22
H 0.086707 0.780435 -0.539903 -0.159 0.145 0.345 0.19
H 3.247000 -0.771972 5.164282 0.097 -0.216 0.282 0.32
H 2.133452 -3.238484 -2.826649 0.317 -0.129 0.228 0.27
H -3.177600 -1.594507 0.435143 -0.019 -0.311 0.137 0.37
H 1.760076 -0.658072 3.295466 -0.089 -0.250 -0.174 0.22
H -0.704678 -0.316471 -3.189330 0.318 -0.213 -0.052 0.25
H 3.434416 0.850321 4.518584 0.317 0.087 -0.136 0.37
H 2.454734 0.786786 -3.372310 -0.074 -0.332 -0.033 0.26
H 0.735034 -3.237744 -1.711660 0.018 0.043 0.303 0.35
H -1.186695 -1.617296 4.808869 -0.080 -0.288 0.123 0.28
H -2.834409 0.493506 -2.606559 -0.233 0.139 -0.008 0.48
H 0.816389 -1.385125 -0.642263 -0.430 -0.276 0.014 0.46
H 0.509595 -3.239167 -3.442910 -0.214 0.045 -0.232 0.29
H 2.213796 -0.535916 -1.218625 0.210 0.041 0.138 0.47
H -1.460940 1.751439 -3.967664 0.040 0.266 -0.029 0.42
H -1.971535 1.063368 1.176180 0.209 0.310 0.143 0.32
H -0.673502 2.584545 -2.756044 0.086 0.038 -0.063 0.42
H -2.257952 1.389818 -1.216242 0.166 0.098 0.361 0.51
H -3.798080 -0.007638 0.046754 -0.136 0.171 0.052 0.34
```
Forces are in eV/Å.

Properties
Highest occupied orbital energy: -11.73 eV
SMILES: CCOCCOCCOC[C@H]1[NH2+]CCO[C@@H]1COC
LUMO energy: -3.1 eV
Net charge: +1

Record 2
Formula: C13H29BN2O7P
Source: OMol25
Level of theory: the ωB97M-V functional and the def2-TZVPD basis

```
53
Properties=species:S:1:pos:R:3:forces:R:3:mulliken_charge:R:1
P 0.214031 -1.441695 3.874292 1.191 5.677 -1.221 0.93
O -3.104105 0.219285 -2.907053 -0.047 -0.688 0.260 -0.54
O -1.136278 -0.604962 4.147593 0.290 -0.611 0.434 -0.23
O -0.314386 1.442676 -4.908716 0.075 -0.166 0.151 -0.25
O 0.203380 -1.809612 2.441940 -0.564 -3.214 0.836 -0.75
O 1.318732 -0.231532 3.801747 -0.091 0.006 0.421 -0.36
O 2.779025 3.102565 -4.262528 -0.104 -0.352 0.112 -0.52
O 0.624199 -1.959349 5.303638 -0.632 -1.884 -0.849 -0.30
N -0.570809 -1.780968 -6.144468 -0.356 -0.766 0.303 -0.06
N -0.527156 0.136984 -5.213806 -0.106 -0.272 0.008 0.32
C -2.406829 -1.260253 4.049471 -0.308 -0.119 -0.008 -0.29
C 2.346231 -0.290885 2.795308 0.059 -0.010 0.043 -0.45
C -1.197537 -0.682797 -4.345989 -0.378 -0.445 0.702 0.15
C 2.032287 0.587722 1.603498 -0.255 0.315 0.124 -0.96
C -1.211033 -1.911679 -4.928943 0.182 0.665 -0.212 -0.68
C 0.608172 3.525976 -3.377192 0.215 0.537 -0.143 -1.19
C 1.407704 3.189380 -4.640345 -0.013 0.406 0.430 0.55
C 0.368713 -0.058234 6.873215 -0.175 0.147 -0.294 -0.92
C 0.939210 1.945593 -5.409242 0.365 0.408 -0.893 -0.69
C -2.680203 -2.170793 5.231074 0.181 -0.041 0.020 -0.98
C -0.166525 -0.530386 -6.304605 0.263 0.345 -0.306 -0.17
C 1.244564 -1.162654 6.335360 0.397 -0.019 0.757 -0.17
C -1.082355 -0.626322 -1.608061 -0.111 0.219 -0.913 -0.79
B -1.856023 -0.322838 -2.922052 0.052 0.462 0.358 0.31
H -0.408935 3.149311 -3.367639 0.019 -0.173 0.068 0.29
H -2.460450 -1.816702 3.109718 0.074 0.034 -0.010 0.27
H 0.239861 0.742362 6.146432 0.004 -0.015 -0.033 0.28
H -1.624044 -2.820227 -4.533220 0.062 -0.207 -0.260 0.45
H 3.265142 0.034473 3.286608 -0.037 0.065 0.015 0.35
H 1.031237 0.370916 1.230721 0.037 -0.133 -0.029 0.17
H 0.836081 0.364465 7.763113 0.032 -0.064 0.012 0.40
H -1.755451 -0.669660 -0.759193 0.162 0.022 0.202 0.26
H 0.353387 -0.136208 -7.157456 0.047 0.037 -0.019 0.51
H -1.981225 -3.009684 5.254286 -0.044 -0.020 -0.018 0.28
H -3.152070 -0.467218 4.006331 0.101 0.085 0.003 0.33
H 2.204221 -0.782802 5.994929 -0.097 0.036 -0.314 0.23
H -0.618535 -0.433720 7.140227 0.031 -0.036 0.073 0.17
H 0.789442 2.226062 -6.455205 -0.131 -0.016 -0.029 0.32
H -2.568040 -1.628462 6.169554 -0.070 0.036 -0.007 0.19
H 2.499858 -1.315188 2.459168 -0.075 -0.043 0.082 0.37
H -3.755453 -0.264382 -3.426285 -0.102 0.555 -0.444 0.33
H 1.462400 -1.873282 7.132635 -0.142 -0.156 -0.125 0.35
H -0.442364 -2.542979 -6.792205 0.141 0.156 -0.191 0.22
H 1.716430 1.177119 -5.425522 -0.178 -0.259 0.487 0.42
H 0.535713 4.609954 -3.310806 -0.009 0.044 0.047 0.35
H -0.331960 0.161756 -1.486402 0.116 -0.084 0.284 0.27
H -3.692205 -2.572106 5.175163 -0.004 0.016 -0.023 0.40
H 2.053492 1.641462 1.886510 0.030 0.003 -0.005 0.32
H -0.547283 -1.564828 -1.764634 0.147 -0.029 0.356 0.33
H 1.346746 4.052041 -5.304723 -0.210 -0.145 -0.258 0.21
H 2.753321 0.433329 0.798879 0.045 -0.044 0.058 0.37
H 3.233323 2.409279 -4.747219 0.112 0.088 -0.105 0.28
H 1.184356 3.219699 -2.507904 -0.188 -0.351 0.067 0.32
```
Forces are in eV/Å.

Properties
Highest occupied orbital energy: -11.81 eV
LUMO energy: -3.0 eV
Net charge: +1

no.,frontier orbital gap (eV)
1,8.6
2,8.8